(1)
The following is a quantum chemistry calculation of a cluster of 2 separate species, C4H9N2O in total at a distorted geometry, from OMol25.

Last column: Löwdin charge in e.
Cartesian coordinates (Å):
C  -0.50  -1.94  0.56  0.088
C  -2.76  0.12  -0.08  -0.217
C  1.69  0.07  -0.10  -0.082
C  0.26  0.19  -0.39  -0.297
N  -2.63  1.33  0.37  0.219
N  -0.66  -0.73  0.18  -0.037
O  -3.36  -0.74  -0.54  0.290
H  0.39  -2.45  0.46  0.078
H  -1.40  -2.43  0.93  0.103
H  1.99  0.07  1.07  0.157
H  1.97  -0.80  -0.56  0.045
H  2.38  0.67  -0.58  0.063
H  0.07  0.13  -1.39  0.098
H  -0.11  1.26  -0.04  0.141
H  -2.09  1.57  1.21  0.158
H  -3.03  2.16  -0.14  0.194

2S+1: 1
HOMO in Ha: -0.53849
Total energy in eV: -9312.293
Total charge: +1
Frontier orbital gap in Eh: 0.37037
LUMO energy in eV: -4.575

---

(2)
The following is a quantum chemistry calculation of a cluster of 2 separate species, C4H9N2O in total at a distorted geometry, from OMol25.

Last column: Löwdin charge in e.
Cartesian coordinates (Å):
C  -2.22  -0.22  -0.09  -0.237
C  0.76  0.30  -1.38  -0.027
C  0.15  0.84  -0.07  -0.074
C  2.04  -0.66  0.71  -0.008
N  -2.86  0.60  0.68  0.185
N  0.80  -0.49  -0.05  -0.216
O  -2.02  -1.27  -0.60  0.187
H  0.11  -0.26  -2.07  0.113
H  1.80  0.72  -1.56  0.142
H  0.75  1.55  0.60  0.110
H  1.95  -0.72  1.75  0.073
H  2.57  -1.56  0.18  0.148
H  2.50  0.35  0.56  0.109
H  -2.63  1.67  0.81  0.207
H  -3.87  0.42  0.76  0.152
H  0.17  -1.28  -0.22  0.135

2S+1: 1
HOMO (alpha / beta) in Ha: -0.46694 / -0.46691
Total energy in eV: -9310.476
Total charge: +1
Frontier orbital gap (alpha / beta) in Eh: 0.30999 / 0.30993
LUMO energy (alpha / beta) in eV: -4.271 / -4.272

---

(3)
The following is a quantum chemistry calculation of a cluster of 2 separate species, C4H9N2O in total at a distorted geometry, from OMol25.

Last column: Löwdin charge in e.
Cartesian coordinates (Å):
C  -1.09  1.91  0.50  0.034
C  0.11  0.94  0.26  -0.170
C  0.31  -0.38  0.52  -0.022
N  1.37  -0.83  -0.20  0.090
C  1.94  0.20  -0.81  -0.055
N  1.11  1.28  -0.68  0.140
H  -1.91  1.84  -0.01  0.015
H  -1.58  1.61  1.43  0.097
H  -0.71  2.92  0.61  0.096
H  -0.35  -1.12  1.07  0.156
H  1.45  -1.75  -0.66  0.202
H  2.82  0.10  -1.55  0.195
H  1.34  1.96  -1.41  0.195
H  -3.09  -2.56  1.07  0.014
H  -2.98  -2.71  -0.36  0.032
O  -2.48  -2.43  0.38  -0.021

2S+1: 1
HOMO in Ha: -0.51973
Total energy in eV: -9314.132
Total charge: +1
Frontier orbital gap in Eh: 0.38761
LUMO energy in eV: -3.595

---

(4)
The following is a quantum chemistry calculation of the ion C4H9N2O with charge +1 at a distorted geometry, from OMol25.

Last column: Löwdin charge in e.
Cartesian coordinates (Å):
C  -2.04  -0.77  0.07  -0.011
N  -0.71  -0.22  -0.17  -0.057
C  -0.49  0.99  0.57  -0.011
C  0.83  1.40  0.43  0.016
N  1.75  0.60  -0.38  0.051
C  1.94  -0.72  -0.45  -0.243
O  1.31  -1.45  0.35  0.032
H  -2.44  -1.27  -0.78  0.093
H  -1.96  -1.40  1.02  0.147
H  -2.78  0.00  0.36  0.107
H  -0.75  -0.16  -1.24  0.224
H  0.01  -0.89  0.13  0.035
H  -1.25  1.31  1.19  0.111
H  1.31  2.33  0.89  0.160
H  2.49  1.19  -0.88  0.192
H  2.78  -0.93  -1.10  0.154

2S+1: 1
HOMO in Ha: -0.53641
Total energy in eV: -9313.417
Total charge: +1
Frontier orbital gap in Eh: 0.39709
SMILES: C[NH2+]/C=C\NC=O
LUMO energy in eV: -3.791

---

Repeat the first record exactly.
The following is a quantum chemistry calculation of a cluster of 2 separate species, C4H9N2O in total at a distorted geometry, from OMol25.

Last column: Löwdin charge in e.
Cartesian coordinates (Å):
C  -0.50  -1.94  0.56  0.088
C  -2.76  0.12  -0.08  -0.217
C  1.69  0.07  -0.10  -0.082
C  0.26  0.19  -0.39  -0.297
N  -2.63  1.33  0.37  0.219
N  -0.66  -0.73  0.18  -0.037
O  -3.36  -0.74  -0.54  0.290
H  0.39  -2.45  0.46  0.078
H  -1.40  -2.43  0.93  0.103
H  1.99  0.07  1.07  0.157
H  1.97  -0.80  -0.56  0.045
H  2.38  0.67  -0.58  0.063
H  0.07  0.13  -1.39  0.098
H  -0.11  1.26  -0.04  0.141
H  -2.09  1.57  1.21  0.158
H  -3.03  2.16  -0.14  0.194

2S+1: 1
HOMO in Ha: -0.53849
Total energy in eV: -9312.293
Total charge: +1
Frontier orbital gap in Eh: 0.37037
LUMO energy in eV: -4.575